15
Properties=species:S:1:pos:R:3:forces:R:3:mulliken_spin:R:1 method="wB97M-V/def2-TZVPD" spin_multiplicity=2 charge=-1 e_homo_ha="0.0314 / -0.1311" lumo_energy_ev="4.35 / 4.25" homo_lumo_gap_ev="3.500 / 7.823"
C -0.4844 0.4633 2.4250 0.9 -2.2 -3.6 0.10
N 0.2667 -0.8058 2.6825 1.4 0.7 0.3 -0.02
H -1.3578 0.1325 1.8975 -1.5 0.1 0.7 -0.04
H -0.6086 1.0991 3.2499 -0.2 0.7 1.1 0.00
H -0.1272 0.9459 1.4830 0.7 0.4 1.0 -0.02
H 1.1565 -0.8118 2.1702 -0.3 0.5 0.4 0.03
H -0.1483 -1.6260 2.2806 -0.9 0.0 -0.1 -0.04
C -0.1006 0.8485 -2.7122 -1.5 -3.5 2.0 0.61
C 0.5015 -0.7362 -1.0165 2.0 -3.3 -0.8 0.82
N 0.0214 0.4222 -1.2838 -1.0 3.0 -0.5 0.00
H 0.7087 0.6689 -3.3983 1.0 0.0 0.0 0.04
H -0.9084 0.1047 -3.1091 0.6 1.1 0.0 -0.24
H -0.4469 1.8400 -2.7428 -0.4 1.3 -0.2 -0.12
H 0.4081 -1.3714 -0.0094 0.0 1.6 -2.2 -0.24
H 1.1192 -1.1737 -1.9166 -0.7 -0.2 1.9 0.10